Here is a single C5H8ClNO molecule from the OMol25 dataset. Energies are from wB97M-V/def2-TZVPD.

Geometry as XYZ:
```
16
Properties=species:S:1:pos:R:3:forces:R:3:mulliken_charge:R:1
N 0.218115 0.843903 -0.413538 0.1 -0.7 -1.2 -0.2779
H 1.098404 2.754345 -0.630127 0.8 0.9 -1.2 0.2735
C -0.911846 0.313779 0.235272 -1.2 -0.7 0.6 0.0227
H 0.814598 -1.679503 -1.152012 -0.9 1.1 1.6 0.0849
C 1.455009 0.670442 0.331966 0.0 0.1 -0.3 -0.4902
H 0.446266 2.381917 0.967021 -0.5 0.9 1.0 0.2483
C -0.182816 -1.959319 -0.683381 4.8 -2.4 -3.8 -0.5754
H 2.251186 0.200531 -0.266639 -0.2 0.4 0.8 0.3127
Cl -2.402599 1.381931 -0.110136 1.0 -0.8 0.3 -0.2346
H -0.704761 0.319641 1.343655 -0.9 0.0 -0.7 0.2787
H 1.265761 0.410525 1.398361 0.8 -0.3 -0.9 0.2183
H -0.254561 -2.891698 -1.177397 -1.5 -1.0 -0.8 0.2840
H -2.268934 -1.479515 -0.375911 0.7 0.4 0.3 0.3665
C -1.211994 -1.202088 -0.184538 -2.8 3.3 1.4 0.3061
C 0.862309 2.021962 0.067617 -0.4 -1.4 1.1 -0.3746
O -0.474136 -2.086856 0.649788 0.1 0.4 1.9 -0.4431
```
Positions in Å, forces in eV/Å.

Output
frontier orbital gap	10.8	eV
spin multiplicity	1
DFT total energy	-21371.090	eV
energy above the lowest of the compared OMol25 structures with the same formula, charge and spin	97.2	kcal/mol
HOMO energy	-0.360	Eh



Here is 2 unconnected molecules or ions with the total composition C5H14 from the OMol25 dataset. Energies are from wB97M-V/def2-TZVPD.

Geometry as XYZ:
```
19
Properties=species:S:1:pos:R:3:forces:R:3:mulliken_charge:R:1
H 2.486061 -0.784892 -0.270117 0.2 0.4 0.1 0.2770
H 1.745265 -0.301567 1.311105 -0.2 0.1 -0.2 0.3326
H -1.604250 -0.461590 0.845878 0.0 0.1 0.0 0.3995
C -1.076140 0.154857 0.117024 0.2 0.3 0.0 -1.0827
H 2.961162 -1.539860 1.296033 0.4 0.4 -0.3 0.3371
H -1.175041 -0.304606 -0.869199 -0.2 -0.1 0.0 0.3879
H -2.650675 1.510207 0.073552 -0.1 0.9 0.6 0.2469
H 1.721830 -3.043266 -0.097834 0.1 -0.3 0.4 0.3238
C -1.567278 1.617287 0.053143 0.5 -1.3 -1.0 -0.1447
C -1.160077 2.185965 -1.303683 -0.1 0.1 -0.5 -1.1582
H -1.833781 1.834715 -2.091568 -0.1 0.0 0.1 0.3039
H -1.159279 3.276321 -1.344724 0.0 0.0 0.1 0.3324
H 0.264456 -2.155106 -0.021757 -0.1 0.4 0.2 0.2908
H -0.176305 1.830521 -1.624713 0.1 0.1 0.3 0.2819
C 1.191909 -2.318849 0.521790 0.5 0.4 0.0 -0.8006
H 0.988821 -2.705769 1.519866 -0.2 -0.4 -0.2 0.2385
C 2.146526 -1.111833 0.707459 -0.4 -1.2 0.1 -0.9363
H -0.016171 0.114782 0.345893 0.0 0.1 0.1 0.0707
H -1.087031 2.202684 0.831846 -0.6 0.1 0.4 0.2993
```
Positions in Å, forces in eV/Å.

Output
frontier orbital gap	12.5	eV
spin multiplicity	1
DFT total energy	-5411.645	eV
energy above the lowest of the compared OMol25 structures with the same formula, charge and spin	9.3	kcal/mol
HOMO energy	-0.418	Eh



Here is 2 unconnected molecules or ions with the total composition C4H12O3 from the OMol25 dataset. Energies are from wB97M-V/def2-TZVPD.

Geometry as XYZ:
```
19
Properties=species:S:1:pos:R:3:forces:R:3:mulliken_charge:R:1
H -0.314053 -0.150184 -1.569664 -0.8 -0.7 -1.0 0.5328
O -0.478393 0.243675 -0.197904 -1.2 1.2 2.0 -0.4148
H -0.882923 -2.504424 1.104085 -0.1 0.4 0.1 0.2797
H 2.047866 -0.057335 -0.214244 -0.2 0.4 -0.2 0.2549
H 1.552676 0.582195 -1.812704 -0.2 0.2 0.6 0.3885
C 1.641046 0.822865 -0.739914 1.5 1.0 0.1 -1.1278
H 0.656947 1.626575 0.969865 -0.5 -0.5 -0.2 0.3593
H 0.019097 2.236314 -0.584944 -0.1 -0.4 0.2 0.2784
H 2.349636 1.660215 -0.624414 0.3 -0.5 -0.3 0.3562
H -1.865002 1.031825 1.167825 0.6 -0.3 0.1 0.2948
C -1.398032 0.078955 0.852525 -1.4 -0.4 -1.2 -0.3176
H 0.595217 -1.537084 0.806295 -0.2 -0.6 0.2 0.1464
H 0.278207 -2.209784 2.436105 -0.4 0.4 -0.3 0.2361
H -2.200772 -0.576914 0.464066 0.2 0.3 -0.2 0.3266
O -0.554373 -0.524294 -2.447473 -0.2 0.7 -1.6 -0.7192
O -0.787923 -0.541875 1.883535 0.1 0.0 2.2 -0.3512
H -0.858943 0.250345 -2.972274 0.3 -0.9 0.5 0.2928
C -0.192913 -1.764634 1.543645 1.1 -0.5 -0.4 -0.5365
C 0.392627 1.333555 -0.064414 1.2 0.3 -0.5 -0.2794
```
Positions in Å, forces in eV/Å.

Output
frontier orbital gap	11.1	eV
spin multiplicity	1
DFT total energy	-10483.496	eV
energy above the lowest of the compared OMol25 structures with the same formula, charge and spin	37.9	kcal/mol
HOMO energy	-0.376	Eh



Here is a single C6H10O molecule from the OMol25 dataset. Energies are from wB97M-V/def2-TZVPD.

Geometry as XYZ:
```
17
Properties=species:S:1:pos:R:3:forces:R:3:mulliken_charge:R:1
H -1.041844 1.316521 1.350306 0.0 0.0 -0.2 0.3127
H 0.726887 -2.006811 1.113063 0.0 0.0 -0.1 0.2795
H 0.610389 -2.618888 -0.547231 -0.1 0.1 0.1 0.3156
C 1.417652 1.655141 -0.411102 0.0 0.0 0.0 -1.5700
H -1.789077 -2.503402 0.077272 0.1 0.1 0.0 0.3852
H 1.031001 1.743560 -1.432419 0.1 0.0 0.1 0.3708
C -1.688849 -0.400141 0.258611 0.0 -0.2 0.0 -0.4188
H 1.078486 0.413731 1.323416 -0.1 0.0 -0.1 0.2893
O 0.959445 -0.643486 -0.431039 0.0 0.0 0.0 -0.3757
H 1.271651 2.611313 0.102032 0.0 -0.1 0.0 0.3809
C -0.834051 0.830015 0.387074 0.0 0.0 0.0 -0.6295
C -1.164022 -1.616862 0.156144 -0.1 0.2 0.0 -0.2703
C 0.678961 0.536262 0.300727 0.0 0.2 0.1 0.4340
H 2.488243 1.439591 -0.465877 -0.1 0.0 0.0 0.3596
H -1.122711 1.557438 -0.383133 0.0 -0.1 0.0 0.3133
C 0.330653 -1.786092 0.104912 -0.1 -0.2 0.0 -0.5596
H -2.768040 -0.255912 0.246960 0.2 -0.1 0.0 0.3830
```
Positions in Å, forces in eV/Å.

Output
frontier orbital gap	10.5	eV
spin multiplicity	1
DFT total energy	-8430.872	eV
energy above the lowest of the compared OMol25 structures with the same formula, charge and spin	8.5	kcal/mol
HOMO energy	-0.344	Eh



Here is a single C11H15N2OP molecule from the OMol25 dataset. Energies are from wB97M-V/def2-TZVPD.

Geometry as XYZ:
```
30
Properties=species:S:1:pos:R:3:forces:R:3:mulliken_charge:R:1
H 2.258648 3.109352 0.159724 0.1 -0.5 0.8 0.2818
H -3.183044 -0.447399 3.096071 0.3 -0.1 -0.4 0.3376
N 0.638341 -0.706000 -0.187029 1.3 -1.6 -0.6 -0.6293
C -2.976305 -0.745699 2.061179 0.1 0.5 0.4 -0.4743
C -2.026673 -0.288434 -0.110564 0.5 0.4 -0.4 0.7871
H 2.310152 0.216465 2.385486 0.6 -0.6 -2.0 0.2494
H -4.144745 -2.582063 2.297697 1.0 1.4 -1.7 0.2453
C -3.242367 -2.303540 0.255234 -1.4 -0.6 -0.2 -0.4108
C -2.200435 0.051361 1.220468 0.4 1.9 1.8 -0.2410
H -2.027447 -1.929217 -1.458448 -0.2 -0.1 -1.2 0.4449
C -2.473409 -1.515480 -0.593729 -0.2 0.1 1.7 -0.2899
C 1.919652 -1.053277 0.429383 1.8 -0.9 -1.0 -0.7526
H -0.005601 1.444498 -3.602364 -0.5 -2.1 -0.7 0.2679
H 0.651357 3.399702 0.689597 1.4 -1.9 1.0 0.2604
C 1.574637 2.687841 0.944308 -1.2 2.1 -1.5 -1.3150
C 1.400127 1.216493 0.768251 -2.8 -0.3 -2.3 0.1637
H 3.402883 0.633462 0.880121 -1.2 -1.1 0.8 0.2412
C -3.542810 -1.895009 1.569932 -0.8 -2.0 0.6 -0.3647
N 0.506568 0.557640 -0.053368 0.3 2.5 0.7 0.5643
P -1.171692 0.912551 -1.205446 0.9 1.8 4.0 -0.2711
H 1.981687 2.963307 1.940453 -0.4 -0.2 -0.6 0.3211
H -1.673667 0.964501 1.758975 -1.1 -1.7 -1.7 0.0991
H 0.857900 -0.134048 -3.412798 -1.5 -0.1 -1.0 0.2623
C -0.191734 0.269923 -3.586075 0.8 2.5 -0.8 -0.6454
C 2.380009 0.204167 1.207084 1.4 1.0 1.4 -0.1398
H 1.795351 -1.936992 1.008867 -0.4 -0.5 1.1 0.3033
H -3.781003 -3.188984 -0.170291 1.0 0.6 0.6 0.2795
H 2.765390 -1.532798 -0.295776 -1.8 1.7 0.8 0.1758
H -0.888987 -0.093343 -4.464760 2.1 0.6 1.6 0.2243
O -0.883340 0.025355 -2.402179 -0.4 -2.7 -1.3 0.0247
```
Positions in Å, forces in eV/Å.

Output
frontier orbital gap	6.8	eV
spin multiplicity	1
DFT total energy	-25961.910	eV
energy above the lowest of the compared OMol25 structures with the same formula, charge and spin	81.7	kcal/mol
HOMO energy	-0.225	Eh



Here is a single C5H8N2 molecule from the OMol25 dataset. Energies are from wB97M-V/def2-TZVPD.

Geometry as XYZ:
```
15
Properties=species:S:1:pos:R:3:forces:R:3:mulliken_charge:R:1
C 1.980594 0.813612 -0.311352 0.2 0.7 -0.1 0.1701
N 2.814077 1.593914 0.105336 -0.6 -0.6 -0.2 -0.5707
N -1.120966 -1.258909 -0.730564 -0.2 0.0 -0.2 -0.6670
H -2.088063 -0.966667 -0.846516 0.1 0.0 0.0 0.2865
C -0.328036 -0.174653 -0.152378 0.0 0.2 0.1 1.3790
H -0.055823 -2.115071 0.936937 -0.1 0.1 -0.1 0.2943
H -0.383250 1.784512 0.765861 -0.1 -0.1 -0.1 0.3603
H -1.087655 1.717733 -0.857233 0.0 -0.1 0.1 0.3068
C -0.765101 -1.330367 0.683265 0.1 -0.1 0.3 -0.6474
H -1.536016 -1.150018 1.431817 0.1 0.0 -0.1 0.2634
H -1.976829 1.048134 0.532543 0.1 0.0 -0.1 0.4029
H 2.464374 0.125547 0.485389 0.2 -0.1 0.2 0.3544
C -0.983903 1.169560 0.085620 0.0 0.0 0.0 -1.3889
H 1.393886 -0.931187 -1.349497 0.0 0.1 0.1 0.4280
C 1.057093 -0.129161 -0.703013 0.0 -0.1 0.0 -0.9716
```
Positions in Å, forces in eV/Å.

Output
frontier orbital gap (spin up / spin down)	8.2 / 8.2	eV
spin multiplicity	1
DFT total energy	-8289.513	eV
energy above the lowest of the compared OMol25 structures with the same formula, charge and spin	126.5	kcal/mol
HOMO energy (spin up / spin down)	-0.293 / -0.293	Eh



Here is a molecular structure, C19H15Cl5N5OPtS2 from the OMol25 dataset. Energies are from wB97M-V/def2-TZVPD.

Geometry as XYZ:
```
48
Properties=species:S:1:pos:R:3:forces:R:3:mulliken_charge:R:1
Cl -1.444067 -3.919502 0.863421 0.0 0.0 0.0 -0.1377
C -3.072884 -0.691849 1.296548 0.0 0.0 0.0 -1.3586
Cl 1.528399 0.362995 2.382071 -0.1 0.0 0.0 -0.3427
N 3.282679 -0.127267 -0.296380 0.0 -0.2 0.0 -0.1936
H -3.087634 -1.571313 0.658680 0.0 0.0 0.0 0.3999
H -3.242779 0.823536 3.412252 0.0 0.1 0.0 0.2857
H 3.358168 0.165620 -4.470557 0.0 0.0 0.0 0.2078
H -3.385558 2.539619 3.750136 0.0 0.0 0.0 0.3503
S 5.614228 -1.082447 -0.327223 0.0 0.0 0.0 -0.0732
C -0.653188 1.576192 -3.060218 -0.1 0.1 -0.1 -0.4902
N 2.623545 0.456225 -3.848333 -0.1 0.0 0.1 0.0067
C 0.797511 1.105728 -5.473689 0.0 0.0 0.0 -1.0865
C -1.035623 -3.203034 3.439248 0.0 0.0 0.0 -0.1710
Cl -0.880061 -2.692638 6.107186 0.0 0.0 0.0 -0.1775
H -2.247327 2.103081 -4.360896 0.0 0.0 0.0 0.4255
C -1.222135 1.766958 -4.300116 0.0 0.0 0.0 -0.7556
N -1.955318 0.133741 0.848432 -0.1 0.1 0.1 0.0734
S -0.310735 2.167022 0.361491 -0.2 0.4 0.1 -0.5498
Cl 0.862835 -0.219443 5.297974 0.0 0.0 0.0 -0.1801
C -0.776101 -2.934026 2.109514 0.0 0.0 -0.1 0.6796
O 0.172858 -1.556367 0.442220 0.2 0.1 -0.1 -1.0397
H 5.485650 -0.680444 -2.739248 0.0 0.0 0.0 0.3986
H 1.349251 0.921580 -6.384529 0.0 0.0 0.0 0.3987
C 0.669572 1.139243 -3.030370 0.0 0.1 0.0 1.0041
C 1.364158 0.908418 -4.219982 0.1 0.0 0.0 0.3502
C 4.200829 -0.617251 0.487413 0.0 0.0 -0.1 -0.0849
C -0.509942 1.539351 -5.490831 0.0 0.0 0.0 -0.4932
C 0.237503 -1.279723 4.091060 0.0 -0.1 0.0 -0.4334
C -0.537496 -2.370581 4.453551 0.0 0.0 0.0 0.5362
C 2.658095 0.419771 -2.506402 0.1 -0.2 0.2 0.0392
H -1.001041 1.704618 -6.439298 0.0 0.0 0.0 0.3975
N -2.288232 2.124307 2.057527 0.0 0.2 0.0 -0.2216
C -3.390602 1.797946 2.956199 -0.1 0.0 0.0 -0.9347
C 4.938409 -0.590757 -1.816990 -0.1 0.0 0.0 -0.0626
H -4.015563 -0.161608 1.181716 0.0 0.0 0.0 0.4414
H -1.908068 3.053648 2.139698 0.0 0.0 0.0 0.2699
Pt 1.412483 0.703407 0.058619 0.1 0.0 -0.4 0.9632
N 1.523456 0.843319 -1.975028 0.1 0.0 0.3 -0.1925
C -1.642609 1.366016 1.180728 0.2 -0.2 -0.2 0.7542
C 3.688705 -0.104032 -1.616340 -0.2 0.1 -0.1 0.0567
H -2.947711 -1.027117 2.326026 0.0 0.0 0.0 0.3946
H -4.354969 1.835517 2.451517 0.0 0.0 0.0 0.3114
H 4.071881 -0.722359 1.553008 0.0 0.0 0.0 0.4369
H -1.234599 -0.361472 0.315225 0.0 -0.1 0.0 0.2949
C 0.009191 -1.819079 1.673777 0.0 -0.2 0.2 -0.9565
C 0.504163 -1.041122 2.745664 0.1 0.1 0.1 1.4104
H -1.201053 1.768063 -2.150850 0.0 0.0 0.0 0.2135
Cl -2.008260 -4.552485 3.866371 0.0 0.0 0.0 -0.1650
```
Positions in Å, forces in eV/Å.

Output
frontier orbital gap	6.8	eV
net charge	+1
spin multiplicity	1
DFT total energy	-116969.925	eV
energy above the lowest of the compared OMol25 structures with the same formula, charge and spin	30.9	kcal/mol
HOMO energy	-0.372	Eh



Here is 2 unconnected molecules or ions with the total composition CH4N4O2S from the OMol25 dataset. Energies are from wB97M-V/def2-TZVPD.

Geometry as XYZ:
```
12
Properties=species:S:1:pos:R:3:forces:R:3:mulliken_charge:R:1
H 0.592084 1.521877 -1.855508 0.4 0.3 0.4 0.2642
H -0.908090 -1.860662 -0.420018 0.6 0.7 0.7 0.3007
O 1.882131 -1.492151 1.378626 0.3 -1.3 0.9 -0.5604
N 1.615952 0.380370 -0.021998 -5.6 -0.3 -4.3 -0.3445
S 1.182192 -1.296499 0.173792 0.6 2.3 -1.1 1.1468
O 1.540467 -1.819644 -1.109059 -0.8 -0.6 1.1 -0.5570
H -0.157296 1.845946 -0.366718 0.3 1.0 0.5 0.2690
N 2.783926 2.252736 1.021904 -0.9 -2.1 -0.8 -0.4732
N -0.441158 -1.445334 0.409561 1.2 -1.9 -2.0 -0.4541
C 2.264384 1.290571 0.568586 2.0 3.7 2.6 0.6069
H -0.941735 -0.698969 0.790995 -0.6 1.4 0.9 0.2668
N 0.156189 1.155862 -1.014361 2.3 -3.1 1.1 -0.4653
```
Positions in Å, forces in eV/Å.

Output
frontier orbital gap (spin up / spin down)	8.7 / 8.7	eV
spin multiplicity	1
DFT total energy	-21987.836	eV
energy above the lowest of the compared OMol25 structures with the same formula, charge and spin	45.5	kcal/mol
HOMO energy (spin up / spin down)	-0.373 / -0.373	Eh